Computed, not measured: one molecule with the formula C4H7NS, with ωB97M-V/def2-TZVPD.

Calculated values
**Maximum force**: 3.84 eV Å⁻¹
**Highest occupied orbital energy (alpha / beta)**: -7.42 / -7.40 eV
**Total energy**: -609.395379 hartree
**Molar mass**: 101.2 g mol⁻¹
**Relative energy (zero: lowest compared OMol25 entry of this formula, charge and spin)**: 428.2 kJ/mol
**Net charge**: 0

Geometry as XYZ:
```
13
Properties=species:S:1:pos:R:3:forces:R:3
C -0.4502 -0.8524 -0.9012 -3.6 -0.8 -0.6
C 2.0780 0.0353 -0.0210 1.9 0.6 0.6
C 3.2373 -0.7425 0.6110 0.7 3.5 0.3
C -2.1549 -0.4365 -2.7417 0.7 2.3 -3.0
N -1.3901 -0.7647 -1.6283 1.0 -0.9 1.2
S 1.4165 -0.4300 -1.4128 1.7 1.0 0.4
H 1.7539 0.8917 0.6169 -0.1 -0.5 -1.0
H 4.2938 -0.3767 0.2773 -1.8 0.0 0.8
H 3.2005 -1.6584 0.1423 -0.1 -2.7 0.0
H 3.1143 -0.5996 1.7271 0.5 -1.0 -1.2
H -1.8265 -0.9663 -3.7262 -0.2 0.7 1.9
H -1.9582 0.7172 -2.9329 -0.7 -2.2 0.2
H -3.2231 -0.6235 -2.6585 0.1 0.0 0.4
```
Positions in Å, forces in eV/Å.